Molecular formula: C32H39AsBF4N3P2S4Ti
Method: DFT, ωB97M-V/def2-TZVPD

Calculated values
* multiplicity: 3
* electronic energy: -7192.389410 a.u.
* relative energy (zero: lowest compared OMol25 entry of this formula, charge and spin): 90.9 kcal per mole
* total charge: -2
* frontier orbital gap (alpha / beta): 5.2 / 5.7 eV
* <S²>: 2.01

CARTESIAN COORDINATES (ANGSTROEM)
1 H -0.481 4.920 0.347
2 C 1.432 3.732 -2.555
3 H -3.390 5.104 -2.676
4 C 2.723 3.579 -0.540
5 S -0.342 -3.824 0.067
6 H -1.493 4.622 2.552
7 C -1.819 4.044 -1.678
8 C 2.569 4.153 -3.237
9 C -4.516 -0.399 2.080
10 As 1.733 -3.129 0.885
11 C -4.430 0.897 4.086
12 H 2.515 -2.446 -5.239
13 H -6.224 -0.016 3.339
14 C 2.959 0.050 -1.020
15 H -5.071 -0.997 1.367
16 C 3.045 0.350 5.339
17 F 0.208 1.063 -2.467
18 N 1.439 -2.212 -3.444
19 F -0.944 -0.222 -3.993
20 H 2.792 3.302 0.509
21 H 3.826 -2.350 -3.147
22 C 0.672 0.658 5.029
23 F -1.139 2.081 -4.067
24 H -0.599 -2.697 -3.768
25 S -0.454 -1.572 2.536
26 C -3.065 1.114 3.879
27 C -2.396 0.565 2.789
28 H 4.796 4.109 -0.690
29 F 0.839 1.092 -4.684
30 C 3.208 0.313 3.956
31 N 0.643 -1.365 -1.403
32 C -1.182 3.716 2.020
33 C 1.492 3.455 -1.193
34 H -2.661 -0.697 1.077
35 H 3.903 0.260 5.995
36 C -3.587 1.909 -1.579
37 C 4.012 -1.394 -2.668
38 C 0.357 -3.173 -3.520
39 H -1.125 4.875 -1.753
40 C 1.587 -1.471 -2.306
41 C -5.163 0.151 3.186
42 C -0.142 4.081 0.957
43 H 2.427 -0.776 -4.616
44 H 3.767 0.747 -1.248
45 H -1.101 2.731 3.951
46 H -4.267 1.067 -1.549
47 H -1.971 0.834 -0.659
48 P 0.181 2.643 -0.189
49 H 2.511 4.350 -4.301
50 H -4.912 1.323 4.959
51 C -3.985 3.109 -2.147
52 P -0.574 0.828 2.404
53 H 2.057 0.637 -0.857
54 H -4.986 3.214 -2.550
55 N 2.773 -0.835 -2.148
56 H -2.530 1.714 4.602
57 C -0.595 2.690 2.987
58 C -3.159 -0.206 1.898
59 C -3.094 4.172 -2.209
60 C 1.773 0.517 5.866
61 H 2.227 0.383 2.050
62 C -2.306 1.783 -1.063
63 H 3.218 -0.513 -0.116
64 H 4.197 0.195 3.528
65 S 0.511 -5.019 1.542
66 H 0.275 -3.714 -2.578
67 Ti 0.200 -0.710 0.473
68 C 1.883 -1.707 -4.734
69 S 3.200 -3.902 -0.436
70 H -2.076 3.308 1.533
71 H 4.690 -1.586 -1.835
72 B -0.269 1.007 -3.813
73 H -0.251 -1.672 -1.777
74 H -0.318 0.786 5.457
75 H 0.792 4.381 1.441
76 H 4.483 -0.699 -3.371
77 C 3.854 4.013 -1.216
78 C 3.777 4.302 -2.574
79 C -1.413 2.850 -1.088
80 H 1.014 -1.492 -5.359
81 C 0.814 0.601 3.645
82 H 0.449 2.950 3.182
83 H 4.662 4.626 -3.110
84 H 0.505 3.585 -3.097
85 H 1.641 0.548 6.943
86 C 2.107 0.438 3.125
87 H 0.603 -3.894 -4.304